Entry 1:
{
  "formula": "C6H12N",
  "method": "wB97M-V/def2-TZVPD",
  "charge": 1,
  "homo_lumo_gap_ha": 0.3339,
  "largest_force_ev_per_a": 1.6,
  "e_above_lowest_kcal_mol": 36.22,
  "smiles": "C=CC(=C)CC[NH3+]",
  "symbols": ["C", "C", "C", "C", "C", "C", "N", "H", "H", "H", "H", "H", "H", "H", "H", "H", "H", "H", "H"],
  "positions_angstrom": [[1.047, -0.113, 2.359], [0.640, 0.465, 1.236], [0.965, -0.061, -0.109], [2.080, -0.737, -0.405], [0.111, 0.499, -1.245], [-1.370, 0.741, -0.953], [-1.984, -0.525, -0.378], [1.464, -1.089, 2.163], [0.980, 0.301, 3.350], [0.037, 1.367, 1.195], [2.160, -1.412, -1.244], [2.822, -0.883, 0.370], [0.249, -0.141, -2.114], [0.506, 1.506, -1.415], [-1.578, 1.583, -0.304], [-1.834, 0.870, -1.930], [-1.575, -0.708, 0.546], [-2.964, -0.322, -0.175], [-1.756, -1.340, -0.946]],
  "lowdin_charge": [0.066, -0.169, -0.343, 0.089, -0.149, -0.136, 0.207, 0.069, 0.075, 0.100, 0.078, 0.077, 0.124, 0.142, 0.128, 0.133, 0.154, 0.176, 0.179]
}

=====

Entry 2:
{
  "formula": "C4H12",
  "method": "wB97M-V/def2-TZVPD",
  "charge": 0,
  "homo_lumo_gap_ha": 0.4705,
  "largest_force_ev_per_a": 1.5,
  "e_above_lowest_kcal_mol": 4.22,
  "smiles": "CC.CC",
  "symbols": ["C", "C", "H", "H", "H", "H", "H", "H", "C", "C", "H", "H", "H", "H", "H", "H"],
  "positions_angstrom": [[-2.374, -1.111, -0.847], [-1.964, -1.230, 0.571], [-3.002, -0.212, -0.969], [-2.898, -1.969, -1.300], [-1.425, -0.953, -1.387], [-1.266, -0.410, 0.811], [-1.433, -2.190, 0.690], [-2.801, -1.200, 1.289], [2.073, 0.946, 0.886], [2.212, 1.370, -0.602], [2.401, -0.092, 1.066], [1.013, 1.035, 1.178], [2.671, 1.620, 1.522], [1.598, 0.729, -1.257], [3.272, 1.247, -0.883], [1.924, 2.421, -0.768]],
  "lowdin_charge": [-0.200, -0.200, 0.069, 0.070, 0.065, 0.058, 0.070, 0.069, -0.176, -0.174, 0.063, 0.048, 0.061, 0.056, 0.059, 0.062]
}

=====

Entry 3:
{
  "formula": "C6H4O",
  "method": "wB97M-V/def2-TZVPD",
  "charge": 0,
  "homo_lumo_gap_ha": [0.2470, 0.2470],
  "largest_force_ev_per_a": 0.9,
  "e_above_lowest_kcal_mol": 122.41,
  "symbols": ["C", "C", "C", "C", "C", "C", "O", "H", "H", "H", "H"],
  "positions_angstrom": [[-3.172, 0.803, 0.840], [-1.920, 0.660, 0.817], [-0.656, 0.267, 0.272], [0.141, -0.918, 0.378], [1.379, -0.672, -0.211], [1.362, 0.664, -0.554], [0.219, 1.252, -0.273], [-1.365, -0.107, -0.547], [-0.263, -1.852, 0.745], [2.167, -1.380, -0.428], [2.108, 1.282, -1.040]],
  "lowdin_charge": [-0.038, -0.261, -0.383, 0.062, -0.022, -0.064, 0.077, 0.226, 0.142, 0.117, 0.145]
}

=====

Entry 4:
{
  "formula": "C2H6N2OS",
  "method": "wB97M-V/def2-TZVPD",
  "charge": 0,
  "homo_lumo_gap_ha": 0.3688,
  "largest_force_ev_per_a": 1.7,
  "e_above_lowest_kcal_mol": 2.27,
  "smiles": "CSNC(N)=O",
  "symbols": ["C", "S", "N", "C", "N", "O", "H", "H", "H", "H", "H", "H"],
  "positions_angstrom": [[-0.005, 1.477, 1.298], [1.382, 0.528, 0.545], [0.833, 0.015, -0.940], [-0.203, -0.862, -1.203], [-0.563, -1.634, -0.141], [-0.709, -0.890, -2.328], [-0.942, 0.963, 1.302], [0.313, 1.574, 2.325], [-0.199, 2.465, 0.813], [1.070, 0.636, -1.707], [-1.195, -2.383, -0.455], [0.219, -1.892, 0.490]],
  "lowdin_charge": [-0.371, 0.840, -0.336, -0.684, 0.126, 0.028, 0.016, 0.018, 0.048, 0.098, 0.120, 0.096]
}

=====

Entry 5:
{
  "formula": "C3H8O2",
  "method": "wB97M-V/def2-TZVPD",
  "charge": 0,
  "homo_lumo_gap_ha": 0.3927,
  "largest_force_ev_per_a": 4.4,
  "e_above_lowest_kcal_mol": 55.38,
  "smiles": "C=O.CCO",
  "symbols": ["C", "O", "H", "H", "C", "C", "O", "H", "H", "H", "H", "H", "H"],
  "positions_angstrom": [[2.619, 0.366, -0.158], [2.452, -0.875, 0.002], [3.091, 1.125, 0.657], [2.453, 0.680, -1.180], [-1.495, -0.970, -0.186], [-1.057, 0.237, 0.579], [-0.091, 1.084, -0.195], [-0.612, -1.727, -0.236], [-2.307, -1.567, 0.436], [-1.863, -0.845, -1.246], [-0.527, 0.050, 1.539], [-1.970, 0.861, 0.730], [-0.695, 1.582, -0.742]],
  "lowdin_charge": [-0.125, -0.082, 0.123, 0.059, -0.132, -0.292, -0.129, 0.094, 0.107, 0.083, 0.121, 0.109, 0.063]
}

=====

Entry 6:
{
  "formula": "C3H7N2O",
  "method": "wB97M-V/def2-TZVPD",
  "charge": 1,
  "homo_lumo_gap_ha": 0.4212,
  "largest_force_ev_per_a": 1.6,
  "e_above_lowest_kcal_mol": 4.67,
  "symbols": ["C", "C", "N", "C", "N", "H", "H", "H", "H", "H", "H", "H", "O"],
  "positions_angstrom": [[0.301, -1.619, 0.745], [1.371, -0.811, 0.893], [1.318, 0.110, -0.125], [0.186, -0.043, -0.804], [-0.475, -1.051, -0.250], [-0.027, -2.487, 1.285], [2.151, -0.961, 1.618], [1.814, 0.990, -0.163], [-0.138, 0.566, -1.626], [-1.191, -1.524, -0.786], [-2.447, 1.943, -0.493], [-1.369, 2.860, 0.091], [-1.494, 2.028, -0.385]],
  "lowdin_charge": [-0.017, -0.027, 0.128, -0.078, 0.123, 0.137, 0.139, 0.187, 0.153, 0.185, 0.059, 0.063, -0.052]
}

=====

Entry 7:
{
  "formula": "C31H48O2P2Ru",
  "method": "wB97M-V/def2-TZVPD",
  "charge": 2,
  "homo_lumo_gap_ha": [0.2443, 0.1641],
  "multiplicity": 5,
  "largest_force_ev_per_a": 4.0,
  "symbols": ["Ru", "C", "C", "C", "C", "C", "C", "H", "H", "H", "C", "H", "H", "H", "C", "H", "H", "H", "C", "H", "H", "H", "C", "H", "H", "H", "C", "C", "C", "C", "C", "C", "C", "C", "H", "H", "H", "H", "H", "H", "H", "H", "H", "H", "H", "H", "P", "P", "C", "C", "H", "H", "H", "H", "C", "H", "H", "H", "C", "H", "H", "H", "C", "H", "H", "H", "C", "H", "H", "H", "O", "C", "O", "C", "C", "C", "C", "C", "C", "H", "H", "H", "H", "H"],
  "positions_angstrom": [[0.338, 0.182, -0.878], [0.655, 0.150, 1.931], [1.587, 0.506, 0.875], [-0.177, 2.025, 0.901], [-0.424, 1.062, 1.899], [1.092, 1.756, 0.255], [0.835, -0.950, 2.895], [1.825, -1.411, 2.796], [0.072, -1.727, 2.729], [0.703, -0.606, 3.932], [-1.615, 1.003, 2.776], [-2.190, 0.077, 2.610], [-2.270, 1.863, 2.581], [-1.356, 1.014, 3.844], [-1.019, 3.208, 0.624], [-0.898, 3.960, 1.414], [-2.081, 2.938, 0.585], [-0.731, 3.661, -0.329], [1.986, 2.779, -0.364], [2.452, 3.448, 0.380], [1.420, 3.409, -1.061], [2.780, 2.281, -0.927], [2.986, 0.010, 0.804], [3.594, 0.492, 1.584], [3.427, 0.211, -0.178], [3.012, -1.074, 0.962], [-0.857, -1.588, -1.114], [0.364, -2.014, -0.529], [1.502, -2.656, -1.282], [2.001, -1.840, -2.496], [1.701, -0.353, -2.433], [0.505, 0.216, -2.972], [-0.641, -0.606, -3.498], [-1.182, -1.721, -2.586], [1.220, -3.671, -1.604], [1.588, -2.254, -3.430], [2.332, -2.792, -0.576], [-0.858, -2.705, -2.945], [-1.712, -1.606, -0.422], [0.309, -2.261, 0.541], [-2.280, -1.722, -2.675], [-1.463, 0.091, -3.744], [0.609, 1.198, -3.433], [-0.334, -1.070, -4.457], [3.095, -1.951, -2.563], [2.576, 0.304, -2.414], [-0.812, -0.867, -6.603], [-0.769, 1.870, -7.723], [-1.027, -0.822, -8.482], [-1.457, 0.571, -8.921], [-1.774, -1.584, -8.756], [-0.062, -1.110, -8.932], [-1.081, 0.800, -9.931], [-2.554, 0.682, -8.932], [-1.541, 3.243, -8.682], [-1.170, 4.194, -8.298], [-2.627, 3.221, -8.564], [-1.297, 3.165, -9.747], [0.836, 1.981, -8.638], [0.636, 1.962, -9.718], [1.506, 1.159, -8.368], [1.307, 2.934, -8.375], [-2.430, -1.690, -6.295], [-2.531, -1.960, -5.236], [-2.490, -2.593, -6.916], [-3.237, -0.997, -6.564], [0.310, -2.329, -6.630], [1.268, -2.016, -7.069], [-0.134, -3.125, -7.243], [0.492, -2.702, -5.614], [-3.542, -3.769, 2.814], [-2.611, -2.942, 2.858], [-1.914, -2.388, 1.972], [-2.279, -2.542, 4.294], [-3.030, -1.551, 4.931], [-2.675, -1.131, 6.218], [-1.582, -1.724, 6.869], [-0.856, -2.741, 6.237], [-1.206, -3.154, 4.946], [-3.898, -1.132, 4.420], [-3.244, -0.334, 6.697], [-1.295, -1.385, 7.863], [-0.002, -3.207, 6.735], [-0.671, -3.958, 4.442]],
  "lowdin_charge": [1.270, -0.149, -0.339, -0.211, -0.170, -0.391, 0.002, 0.092, 0.068, 0.112, -0.001, 0.080, 0.087, 0.101, -0.020, 0.113, 0.092, 0.082, -0.028, 0.110, 0.080, 0.073, -0.040, 0.107, 0.073, 0.075, -0.226, -0.181, -0.165, -0.162, -0.224, -0.259, -0.248, -0.179, 0.129, 0.099, 0.108, 0.119, 0.102, 0.099, 0.118, 0.116, 0.111, 0.006, 0.123, 0.106, 0.932, 0.935, -0.395, -0.423, 0.093, 0.089, 0.090, 0.089, -0.272, 0.049, 0.051, 0.064, -0.269, 0.058, 0.043, 0.052, -0.225, 0.039, 0.067, 0.063, -0.235, 0.059, 0.073, 0.034, 0.306, -0.546, 0.030, -0.145, -0.022, -0.048, -0.046, -0.049, -0.018, 0.132, 0.116, 0.116, 0.118, 0.133]
}

=====

Entry 8:
{
  "formula": "C29H16F3N11O13S2Ti",
  "method": "wB97M-V/def2-TZVPD",
  "charge": -2,
  "homo_lumo_gap_ha": 0.2527,
  "largest_force_ev_per_a": 1.3,
  "e_above_lowest_kcal_mol": 49.35,
  "symbols": ["Ti", "N", "C", "N", "C", "C", "S", "C", "C", "S", "C", "N", "N", "H", "H", "H", "H", "H", "H", "O", "C", "O", "C", "C", "C", "N", "C", "C", "C", "O", "O", "H", "H", "H", "F", "C", "F", "F", "C", "O", "O", "N", "C", "N", "C", "N", "C", "C", "C", "C", "C", "C", "H", "H", "H", "H", "H", "O", "N", "O", "C", "C", "C", "C", "O", "C", "C", "N", "O", "O", "N", "O", "O", "H", "H"],
  "positions_angstrom": [[-0.137, 1.017, 0.380], [-2.574, 3.286, 2.249], [-3.493, 2.601, 1.521], [-3.200, 1.709, 0.628], [-4.346, 1.233, 0.022], [-5.511, 1.758, 0.474], [-5.196, 2.922, 1.706], [-4.247, 0.238, -1.056], [-5.294, -0.340, -1.698], [-4.714, -1.382, -2.944], [-3.087, -0.956, -2.491], [-3.004, -0.137, -1.497], [-2.008, -1.399, -3.196], [-1.669, 2.830, 2.331], [-2.897, 3.735, 3.089], [-6.513, 1.543, 0.149], [-6.347, -0.232, -1.513], [-2.050, -2.323, -3.590], [-1.107, -1.154, -2.804], [-2.866, -5.522, 1.805], [-2.494, -4.680, 2.641], [-2.469, -4.721, 3.882], [-1.977, -3.355, 2.029], [-1.581, -3.278, 0.701], [-1.115, -2.084, 0.180], [-1.034, -0.965, 0.909], [-1.443, -1.033, 2.186], [-1.900, -2.187, 2.783], [-1.373, 0.278, 2.898], [-1.839, 0.489, 3.991], [-0.786, 1.197, 2.157], [-1.652, -4.159, 0.079], [-0.786, -2.009, -0.844], [-2.192, -2.184, 3.823], [0.254, 4.455, -1.660], [-0.446, 4.842, -0.589], [-0.385, 6.179, -0.529], [-1.730, 4.504, -0.795], [0.083, 4.184, 0.716], [0.336, 4.874, 1.674], [0.189, 2.908, 0.631], [-0.664, 1.465, -1.476], [-0.721, 1.861, -2.577], [-0.917, 2.143, -3.781], [-0.446, 3.062, -4.576], [-0.090, 3.828, -5.368], [3.997, -0.199, 2.809], [3.652, 1.131, 2.612], [2.489, 1.466, 1.930], [1.652, 0.481, 1.405], [2.002, -0.852, 1.632], [3.158, -1.191, 2.326], [4.905, -0.458, 3.338], [4.291, 1.920, 2.990], [2.243, 2.513, 1.797], [1.374, -1.656, 1.267], [3.399, -2.236, 2.481], [7.103, -1.625, -1.306], [6.197, -2.410, -1.525], [6.367, -3.593, -1.773], [4.839, -1.913, -1.488], [3.783, -2.786, -1.701], [2.502, -2.308, -1.681], [2.137, -0.942, -1.344], [0.960, -0.601, -1.121], [3.313, -0.093, -1.251], [4.602, -0.563, -1.294], [3.183, 1.351, -1.113], [2.063, 1.825, -1.042], [4.197, 2.021, -1.093], [1.475, -3.282, -2.035], [0.472, -2.884, -2.602], [1.695, -4.452, -1.792], [3.963, -3.833, -1.897], [5.423, 0.128, -1.176]],
  "lowdin_charge": [1.204, 0.121, -0.685, 0.108, -0.320, -0.378, 1.018, -0.326, -0.376, 1.015, -0.697, 0.096, 0.108, 0.066, 0.098, 0.060, 0.059, 0.086, 0.063, -0.048, -0.704, -0.044, -0.074, 0.033, -0.104, 0.042, -0.168, 0.080, -0.515, 0.115, -0.197, 0.120, 0.070, 0.131, 0.156, -0.540, 0.144, 0.148, -0.503, 0.122, -0.140, 0.053, -0.300, 0.109, -0.414, 0.070, -0.105, -0.087, -0.095, -0.188, -0.109, -0.086, 0.092, 0.098, 0.100, 0.097, 0.101, 0.057, -0.367, 0.052, -0.146, 0.080, -0.044, -0.273, -0.069, -0.042, 0.088, -0.313, 0.045, 0.080, -0.332, 0.057, 0.078, 0.133, 0.133]
}

=====

no.,electronic energy (eV)
1,-7898.4908
2,-4342.3454
3,-8327.1318
4,-18034.7069
5,-7333.6489
6,-8245.9366
7,-58160.5018
8,-126279.4688